This record from the OMol25 dataset describes a 2-piece molecular cluster, C3H5F overall in a non-equilibrium geometry. The level of theory is ωB97M-V/def2-TZVPD.

```
9
Properties=species:S:1:pos:R:3:forces:R:3:lowdin_charge:R:1
C -0.14130 -0.31607 0.40156 1.991 -0.534 0.621 -0.189
H -2.04829 0.17187 0.97040 -0.322 -0.016 -0.119 0.067
C -1.45833 -0.28512 0.18737 1.875 0.270 0.037 0.024
H -1.91619 -0.56738 -0.77662 0.354 -0.027 0.740 0.087
C 1.21522 -0.32936 0.63298 -3.253 0.102 -1.432 0.019
F 0.50014 1.31675 -1.71863 -0.541 -1.369 2.468 -0.175
H 0.28931 0.79505 -0.86226 0.392 1.832 -3.226 0.043
H 1.70654 -1.20322 1.03358 -0.140 -0.073 0.190 0.055
H 1.85290 0.41748 0.13161 -0.357 -0.184 0.720 0.069
```
Positions in Å, forces in eV/Å.

Computed properties:
Structure (SMILES): C=C=C.F
Orbital gap: 0.4113 Eh
LUMO: 0.76 eV
Relative energy (zero: lowest compared OMol25 entry of this formula, charge and spin): 148.36 kJ/mol
HOMO energy: -10.4 eV
Total energy: -5907.0931 eV

***

This record from the OMol25 dataset describes C19H16Br3N3O6 as an isolated structure in a non-equilibrium geometry. The level of theory is ωB97M-V/def2-TZVPD.

```
47
Properties=species:S:1:pos:R:3:forces:R:3:lowdin_charge:R:1
C 26.01080 -12.93297 3.88015 -0.104 -0.769 0.089 -0.139
C 27.09989 -1.47080 1.35477 0.822 1.162 -1.229 0.000
C 30.61900 -7.49336 6.51463 0.225 -1.384 -0.082 -0.067
C 31.51765 -9.58071 5.63069 -0.509 -1.323 -0.518 -0.022
H 26.14329 -14.20386 2.06557 -0.145 0.957 -0.138 0.114
H 28.05396 -9.50359 5.64932 0.136 -0.908 -0.274 0.100
H 25.69092 -16.49872 5.47786 0.597 -0.077 0.560 0.097
H 27.20372 -8.10478 3.74086 -0.225 0.229 -0.087 -0.035
O 26.90773 1.15758 -1.01160 0.689 -1.194 -0.255 0.067
N 25.83948 -11.59606 3.17961 0.369 -3.075 -2.215 -0.348
H 24.54095 -2.19775 3.26337 -0.581 0.316 0.104 0.111
H 30.81600 -6.49955 6.88869 -0.155 -0.007 -0.014 0.115
C 25.85868 -14.31610 5.92334 1.509 -0.116 -2.602 -0.026
C 25.98430 -13.03120 5.26935 -0.841 -1.561 1.088 -0.010
C 25.07215 -1.65273 2.49710 -1.552 -0.916 0.665 -0.095
H 25.84931 -14.37834 7.00150 -0.316 0.109 0.004 0.091
H 32.45833 -10.07504 5.43791 -0.404 -0.616 -0.326 0.122
H 26.79919 -2.80548 2.99194 -0.115 -0.055 -0.075 0.049
H 24.72309 0.76425 0.14206 0.397 -0.033 -0.201 0.110
C 29.11361 -9.33227 5.76853 1.367 2.013 0.059 0.025
H 23.43851 -0.39798 1.83979 -0.055 -0.132 0.176 0.104
C 30.22864 -10.07960 5.33784 -0.853 -0.128 1.521 -0.103
H 32.64430 -7.96861 6.34036 0.317 -0.272 0.105 0.110
N 30.05905 -11.49048 4.81057 1.957 -0.176 -1.191 -0.302
O 28.54246 -0.30213 -0.72169 -2.674 0.710 0.040 0.048
H 25.90209 -12.14720 5.88431 0.092 0.146 -0.079 0.107
Br 24.88079 -7.67667 4.72481 0.510 -0.146 -0.323 0.570
C 26.40028 -7.39235 3.55374 -0.695 1.594 -0.522 -1.472
O 25.69186 -10.61680 3.81444 -0.077 1.967 1.878 0.031
C 26.14683 -15.39194 3.74304 -0.702 1.263 1.100 -0.072
O 31.06050 -12.24558 4.94688 -2.701 1.550 -0.111 0.053
Br 25.86045 -7.41741 1.64247 0.429 -0.231 1.224 0.546
C 25.99492 -15.52555 5.12164 -1.201 2.523 0.400 -0.064
O 29.06072 -11.73695 4.13605 1.052 0.113 1.316 0.071
C 29.37601 -8.01720 6.32515 -1.221 -0.543 -1.109 -0.073
C 24.46657 -0.69862 1.70156 0.821 1.312 -0.978 -0.059
O 25.81714 -11.63615 1.95176 0.137 -0.127 0.810 0.069
C 25.21184 -0.01040 0.71428 0.996 -1.942 0.750 0.032
H 26.12278 -16.31773 3.18740 0.221 0.271 -0.526 0.102
Br 27.04686 -5.49693 3.95497 -0.024 -1.454 -0.205 0.482
C 31.65021 -8.37025 6.21051 1.284 2.126 0.281 -0.099
H 28.57592 -7.29953 6.43099 -0.642 -0.444 0.303 0.089
N 27.37691 0.13060 -0.52758 2.001 1.000 0.595 -0.325
C 26.34456 -2.08171 2.33173 1.498 0.492 -0.382 -0.088
H 28.16128 -1.61205 1.21363 0.037 -0.567 0.031 0.116
C 26.08812 -14.10750 3.13985 0.619 -1.543 -0.380 -0.003
C 26.56643 -0.47518 0.52812 -2.291 -0.115 0.726 -0.130
```
Positions in Å, forces in eV/Å.

Computed properties:
Orbital gap: 0.3322 Eh
LUMO: -0.83 eV
Relative energy (zero: lowest compared OMol25 entry of this formula, charge and spin): 209.09 kJ/mol
HOMO energy: -9.9 eV
Total energy: -246834.6533 eV

***

This record from the OMol25 dataset describes C25H30O2PPd as an isolated structure in a non-equilibrium geometry. The level of theory is ωB97M-V/def2-TZVPD.

```
59
Properties=species:S:1:pos:R:3:forces:R:3:lowdin_charge:R:1
C 1.39420 -0.22160 4.17880 -0.270 -0.245 -0.031 -0.034
H 0.81700 4.64870 0.20750 -0.113 0.156 0.012 0.119
H 5.04160 4.30140 -0.32260 0.115 0.073 -0.013 0.112
H 0.41790 -2.27930 -2.69970 0.026 -0.037 0.076 0.101
Pd 0.19450 -0.13530 0.62590 -0.953 2.036 -1.685 0.726
H 6.87150 -1.58690 1.76940 0.086 -0.049 0.063 0.111
O -2.11930 -0.20310 -0.16230 0.323 0.136 0.416 -0.259
H -3.50360 -1.74710 -0.16910 0.111 0.043 0.048 0.137
C 1.97140 0.35980 3.05460 0.141 -0.323 -0.270 -0.256
P 2.54260 0.07860 0.15660 -0.186 0.781 0.947 1.102
C 3.97720 2.46830 -0.06610 -0.070 0.110 -0.032 -0.076
H 7.72300 -2.10540 -0.48970 0.090 -0.051 -0.034 0.112
H 2.94040 -1.22730 -2.54660 -0.045 0.031 -0.069 0.056
H 0.43350 -1.91470 5.06170 -0.030 -0.064 0.142 0.110
C 0.89330 -1.51460 4.17320 0.125 0.055 -0.043 -0.063
H -1.89500 -3.51070 -0.83190 0.000 0.112 -0.017 0.141
C 3.82930 -0.59550 -2.54440 -0.007 -0.012 -0.131 -0.051
O -0.25710 -2.23820 -0.73760 -0.282 -0.025 0.178 -0.271
C 1.02420 -2.30700 3.04140 0.059 0.065 0.100 -0.075
C 0.21880 2.03190 0.32920 -0.072 -1.312 -0.309 -0.058
C 1.70150 4.03500 0.13800 -0.148 -0.049 0.110 -0.035
C 4.07880 3.84210 -0.16830 -0.010 -0.060 -0.061 -0.058
H -2.16360 -1.82700 1.01770 -0.129 -0.033 -0.234 0.131
H 1.80500 -2.40080 1.04390 -0.252 0.062 0.002 0.099
C 4.68280 -0.89200 -1.35190 -0.092 0.042 0.122 -0.283
C 6.73510 -1.68830 -0.36990 -0.002 0.020 0.041 -0.053
H 6.33030 -1.66490 -2.46740 0.044 -0.011 -0.151 0.117
C 2.93520 4.62120 -0.08470 -0.086 -0.007 0.021 -0.055
C 4.21410 -0.61310 -0.06440 -0.423 -0.304 0.006 -0.320
C -2.60060 0.38580 -1.36210 0.071 0.206 -0.171 -0.074
H -1.97550 0.12970 -2.22450 -0.038 0.003 0.101 0.097
C -1.63520 -2.45470 -0.98660 -0.268 0.230 0.228 -0.190
H 0.39980 -3.85800 -1.86130 0.004 0.087 0.027 0.103
C 2.57220 1.72220 3.19070 0.009 0.057 0.014 -0.027
H 3.00150 5.68940 -0.21690 -0.003 0.136 0.085 0.112
C 1.58790 -1.76410 1.89970 0.409 0.149 0.223 -0.161
H 3.49740 0.44360 -2.52520 -0.028 0.040 -0.129 0.079
H -3.63050 0.07450 -1.55690 0.042 -0.022 0.069 0.104
H -1.87890 -2.18920 -2.02440 0.055 -0.059 0.060 0.127
H -0.41200 2.51660 1.08700 0.085 -0.400 -0.101 0.091
H 2.75960 1.92230 4.24320 0.018 0.076 0.021 0.089
H -0.27920 2.02420 -0.65200 0.012 -0.160 0.300 0.071
C 0.57840 -2.78370 -1.73890 0.156 -0.090 -0.066 -0.087
H 1.33890 0.35970 5.08810 0.010 0.055 0.074 0.119
C 2.03330 -0.41070 1.86660 0.628 -0.397 0.448 -0.414
H 0.71280 -3.34050 3.05960 -0.045 -0.076 -0.046 0.112
H 4.86420 1.85470 -0.12190 0.071 -0.059 -0.029 0.109
H 4.37230 -0.77140 -3.46960 0.005 0.034 -0.046 0.088
C 1.56530 2.65000 0.21660 0.695 -0.407 -0.048 -0.320
H 4.60490 -0.65820 2.04220 -0.003 -0.054 0.113 0.109
H 1.60540 -2.62680 -1.40920 -0.034 -0.042 -0.088 0.066
C 5.95090 -1.43660 -1.48390 0.061 0.017 0.067 -0.029
C 6.26000 -1.40300 0.89990 0.087 -0.021 0.120 -0.063
C 2.73190 1.87490 0.11800 -0.121 -0.083 -0.151 -0.340
C 4.99120 -0.88030 1.05740 -0.078 0.118 -0.122 -0.072
C -2.42970 -1.57700 -0.01840 0.174 -0.639 -0.081 -0.185
H 1.90470 2.49640 2.81260 0.051 0.101 -0.028 0.085
H -2.58460 1.46410 -1.21340 0.007 -0.041 -0.043 0.092
H 3.51360 1.79160 2.65070 0.015 0.102 -0.004 0.081
```
Positions in Å, forces in eV/Å.

Computed properties:
Net charge: +1
Orbital gap (spin up / spin down): 0.2243 / 0.2243 Eh
LUMO (spin up / spin down): -4.38 / -4.38 eV
HOMO energy (spin up / spin down): -10.5 / -10.5 eV
Total energy: -43267.6908 eV

***

This record from the OMol25 dataset describes C34H53EuN2O2P2 as an isolated structure in a non-equilibrium geometry. The level of theory is ωB97M-V/def2-TZVPD.

```
94
Properties=species:S:1:pos:R:3:forces:R:3:lowdin_charge:R:1
H -2.04639 -0.25401 3.49212 -0.221 0.048 -0.096 0.047
C -3.37201 3.18973 -0.26009 -0.028 0.191 -0.003 -0.098
H -3.57763 -0.30659 4.38485 0.088 -0.015 -0.257 0.096
H 4.49877 2.57138 0.14099 -0.117 -0.057 0.047 0.087
P 2.49382 -0.64009 0.01666 -0.534 0.001 -0.169 1.033
C 0.85689 3.50889 -4.75261 -0.026 -0.272 -0.191 -0.056
C -2.30556 -2.63882 -1.56568 -0.061 0.044 -0.253 -0.054
C 4.03915 -2.77100 -0.98326 0.167 -0.676 0.015 -0.074
H 0.66517 -2.59547 -3.24406 -0.411 0.077 0.495 0.119
H -3.01679 0.32434 -2.20259 0.009 0.372 0.123 0.085
C 3.60628 1.93518 0.19878 0.094 0.001 -0.136 -0.129
H -5.45432 1.98753 -1.66707 0.041 -0.209 0.259 0.095
C -0.10989 -2.34449 -2.50225 -0.765 -0.742 -0.670 -0.063
N 0.55155 1.86551 -0.77064 1.198 -1.025 -4.236 -0.043
H -5.41926 -0.64237 1.73477 0.060 0.286 0.129 0.085
H 3.95092 -2.12371 -1.86681 -0.130 -0.177 0.387 0.056
C 1.08067 0.73294 -4.30115 0.132 -0.070 -0.686 -0.004
C -2.89344 1.37629 -1.89309 0.420 -0.121 -0.405 -0.089
H 5.63518 -0.85740 -0.14083 -0.163 0.262 0.168 0.067
C 1.08661 2.63748 -5.83114 -0.031 -0.052 0.466 -0.066
C 0.02842 -2.75208 4.32498 0.157 -0.463 0.272 0.008
H -5.70394 0.14769 3.29817 -0.033 -0.018 -0.251 0.093
C -3.13173 -0.39508 3.38176 -0.032 0.045 0.020 -0.107
H -3.29442 -1.75197 1.03301 0.133 0.368 -0.356 0.088
H 1.18183 3.04259 -6.83313 -0.006 -0.101 0.077 0.106
C 0.75366 2.97984 -3.47498 0.122 0.858 -0.373 -0.034
H 4.51116 -0.25157 -2.36375 -0.116 0.161 0.077 0.074
H 1.33661 0.57332 -6.47460 -0.152 0.501 0.731 0.117
O 0.81004 3.84805 3.67500 0.451 2.235 1.697 0.127
C 1.18200 1.25563 -5.61549 -0.122 -0.193 0.542 -0.053
H 0.88190 -0.37004 5.62325 0.175 -0.185 -0.215 0.111
C -1.33479 -3.01347 -2.51247 0.570 0.209 -0.121 -0.047
H -5.85003 1.09226 1.81363 0.224 -0.288 0.170 0.065
C -5.11950 1.45019 -0.76238 -0.346 0.345 -0.319 -0.091
C 1.45383 -0.67631 4.73085 0.491 0.312 0.139 -0.006
C 0.57223 -1.46488 3.82884 -0.730 0.744 -2.376 -0.450
H 2.80625 2.43671 -0.34897 0.105 -0.116 0.082 0.044
C -2.03442 -1.58143 -0.70454 0.331 -0.780 -0.466 -0.364
H 1.38727 -3.39925 -0.80191 0.126 0.000 0.270 0.065
H 0.14836 -3.53792 3.57027 -0.069 0.222 0.066 0.105
H 5.10869 -0.06105 1.37387 0.049 0.049 -0.193 0.076
H 3.31812 1.07890 -2.42321 0.253 -0.101 0.064 0.058
C -3.16158 -1.06611 0.17269 -0.297 -0.345 0.260 -0.279
H -2.29599 3.41241 -0.16288 -0.314 -0.123 -0.059 0.073
H -3.30615 -1.42259 3.03598 0.058 0.261 0.090 0.076
H -3.76877 3.80016 -1.08897 0.151 -0.141 0.272 0.095
O 0.26898 -1.06056 2.67363 0.738 -1.356 3.116 -0.210
H 1.87579 0.21981 4.24617 -0.226 -0.428 0.110 0.081
C 0.18427 -1.39347 -1.49724 -0.197 -0.208 -0.390 -0.385
C -5.27353 0.29355 2.29428 -0.292 -0.026 0.583 -0.090
C 3.95250 0.55283 -0.38982 -0.289 -0.583 -0.089 -0.662
H 1.11295 -0.36018 -4.15810 0.072 0.800 0.040 0.102
H 0.76064 4.59327 -4.88962 0.043 -0.563 -0.086 0.115
H -5.36080 0.38654 -0.90969 0.063 0.354 0.065 0.078
N -0.81158 -1.02940 -0.62687 0.578 0.456 0.378 0.041
H 3.87974 -3.62069 1.78005 0.123 0.090 0.140 0.086
H -1.52872 -3.82404 -3.25258 0.144 0.777 0.711 0.122
C -3.62034 1.70823 -0.58741 -0.381 -0.066 0.696 -0.697
P -2.88409 0.63918 0.79855 0.368 0.149 0.064 1.030
H 3.81174 -3.78989 -1.32690 0.174 0.146 0.021 0.086
C 0.86945 1.37609 -1.85141 -1.484 -0.025 6.223 -0.251
H 3.14109 -2.10634 2.34370 0.089 -0.090 -0.134 0.058
H 2.27971 -1.32598 5.07627 -0.344 0.306 -0.065 0.110
H -4.07455 2.01857 4.11030 0.099 0.080 -0.208 0.093
H -1.80974 1.59172 -1.83131 -0.503 -0.131 0.039 0.056
H -3.27191 -3.13585 -1.52053 0.141 0.152 -0.116 0.110
H -2.59368 2.35813 3.18893 -0.207 -0.087 -0.057 0.062
C 4.19692 0.68892 -1.90020 0.263 0.244 0.202 -0.079
H -5.71540 1.83896 0.07577 0.250 -0.132 -0.352 0.067
H 2.21684 -4.36344 0.42480 -0.060 0.114 0.022 0.092
H -3.31006 2.00956 -2.70392 0.143 -0.282 0.439 0.102
H -3.87622 3.51517 0.66196 0.127 -0.114 -0.353 0.061
C 3.76569 -2.55386 1.55733 0.164 -0.415 -0.009 -0.109
H -1.04034 -2.65554 4.54736 0.112 0.076 -0.100 0.101
C -3.64662 2.04969 3.09718 -0.149 -0.163 0.102 -0.095
H 1.12647 -3.04638 0.92399 0.039 -0.030 -0.115 0.068
H 0.54847 -3.04201 5.23842 -0.152 -0.121 -0.029 0.092
Eu 0.03300 0.74704 1.24566 0.035 0.075 -0.591 1.261
H 4.75453 -2.09097 1.59487 -0.209 -0.118 0.027 0.057
H 3.30942 1.86544 1.25404 0.107 -0.037 -0.091 0.054
C 0.91503 1.61803 -3.22386 0.063 0.230 -2.462 -0.249
H -4.18483 2.82118 2.53142 0.158 -0.248 0.181 0.068
H 0.56812 3.61458 -2.61078 0.097 0.015 -0.291 0.116
C 3.09373 -2.42273 0.18478 0.373 0.810 0.100 -0.684
C -3.79319 0.65256 2.46302 -0.318 0.188 -0.759 -0.707
H 5.08864 -2.76929 -0.66249 -0.235 0.005 -0.121 0.075
C 5.24503 0.07088 0.29386 0.061 0.138 -0.081 -0.099
C 0.65093 2.98892 3.00871 -0.452 -2.129 -1.626 -0.043
H 6.01452 0.84445 0.15294 -0.148 -0.159 0.034 0.091
C 1.51658 -0.84916 -1.47359 -0.196 1.851 -0.346 -0.354
H 5.02402 1.40151 -2.03529 -0.175 -0.077 -0.103 0.095
H 2.09135 -0.89620 -2.39528 -0.099 -0.739 0.102 0.049
H -4.12015 -1.10647 -0.38053 0.534 -0.091 0.169 0.084
C 1.87092 -3.35173 0.17749 0.061 0.039 -0.076 -0.091
```
Positions in Å, forces in eV/Å.

Computed properties:
Net charge: +1
Orbital gap (spin up / spin down): 0.2242 / 0.2266 Eh
LUMO (spin up / spin down): -2.53 / -2.48 eV
Relative energy (zero: lowest compared OMol25 entry of this formula, charge and spin): 0.00 kJ/mol
HOMO energy (spin up / spin down): -8.6 / -8.6 eV
Total energy: -81094.4334 eV
2S+1: 8

***

Question: Among the records above, which one has the highest total energy?
Answer: C3H5F

***

Question: Among the records above, which one has the lowest total energy?
Answer: C19H16Br3N3O6